# 1
143
Properties=species:S:1:pos:R:3:lowdin_charge:R:1 method="wB97M-V/def2-TZVPD" fmax_ev_per_a=1.25 lumo_ev="1.8 / 1.4" charge=-1 s_squared=0.754 multiplicity=2 de_lowest_ev=0.000
Ba -0.65910 -0.37409 -0.38870 1.45
S -2.27682 -1.54877 1.92024 0.19
P -3.06453 0.34848 1.67270 0.37
C -2.12719 1.51583 0.94626 -0.69
P -0.77455 2.12565 1.69948 0.40
S 1.08107 1.24500 1.34847 0.20
C -0.46039 3.81723 1.10019 -0.35
C 0.39225 4.68120 1.77636 -0.10
C 0.71747 5.90863 1.22853 -0.10
C 0.20655 6.27365 -0.01110 -0.10
C -0.64054 5.41109 -0.68962 -0.09
C -0.98089 4.18951 -0.13272 -0.08
C -0.87424 2.29725 3.50869 -0.34
C -1.70193 3.27504 4.05346 -0.10
C -1.86048 3.37005 5.42346 -0.09
C -1.19530 2.48258 6.26093 -0.10
C -0.37607 1.50376 5.72144 -0.08
C -0.21386 1.41161 4.34985 -0.09
C -4.57616 0.11391 0.67155 -0.35
C -4.68176 0.74025 -0.56288 -0.08
C -5.82982 0.57684 -1.32630 -0.08
C -6.87971 -0.19071 -0.85128 -0.11
C -6.77355 -0.81801 0.38595 -0.11
C -5.62221 -0.67563 1.13466 -0.10
C -3.82106 0.83311 3.26913 -0.34
C -4.67229 1.93736 3.26538 -0.09
C -5.30175 2.33610 4.42710 -0.10
C -5.07062 1.64781 5.61267 -0.11
C -4.21166 0.56349 5.62422 -0.09
C -3.59541 0.15000 4.45225 -0.10
H 0.81375 4.38563 2.73096 0.11
H 1.37899 6.57928 1.76396 0.10
H 0.47271 7.22767 -0.44739 0.09
H -1.03354 5.68280 -1.66181 0.09
H -1.64924 3.50203 -0.63969 0.09
H -2.23301 3.95703 3.39819 0.11
H -2.51427 4.12707 5.83858 0.10
H -1.32637 2.55166 7.33351 0.09
H 0.13994 0.80174 6.36521 0.08
H 0.42830 0.64874 3.92062 0.06
H -3.85238 1.34092 -0.91468 0.07
H -5.89663 1.05473 -2.29470 0.10
H -7.77850 -0.30878 -1.44363 0.09
H -7.59060 -1.42252 0.76196 0.10
H -5.53470 -1.17322 2.09553 0.11
H -4.83518 2.47915 2.33979 0.11
H -5.96785 3.18973 4.41471 0.10
H -5.55880 1.96471 6.52556 0.09
H -4.01669 0.03313 6.54766 0.10
H -2.92773 -0.70300 4.44399 0.07
O -1.97649 0.80308 -2.35436 -0.14
C -0.82740 0.85405 -2.83679 -0.76
O -0.01262 -0.10635 -2.78769 -0.29
C -0.30260 2.18294 -3.32948 -0.15
C -1.22319 3.09257 -3.84294 -0.02
C -0.81631 4.33397 -4.30300 -0.09
C 0.52216 4.68093 -4.21439 -0.09
C 1.43476 3.78897 -3.67565 -0.07
C 1.04655 2.52404 -3.23580 -0.27
P 2.29824 1.38017 -2.49495 1.14
C 3.58137 2.60158 -2.04733 -0.39
C 4.72440 2.92559 -2.76754 -0.11
C 5.63073 3.85031 -2.27080 -0.09
C 5.39851 4.47346 -1.05410 -0.10
C 4.25317 4.16480 -0.33424 -0.08
C 3.35787 3.22973 -0.82111 -0.10
C 3.00651 0.62339 -4.00337 -0.35
C 4.30258 0.10529 -3.94446 -0.15
C 4.88909 -0.47717 -5.05439 -0.11
C 4.17484 -0.59160 -6.23776 -0.12
C 2.87472 -0.11521 -6.29708 -0.09
C 2.29874 0.49647 -5.19304 -0.07
H -2.26353 2.79705 -3.85575 0.12
H -1.53710 5.03140 -4.71083 0.10
H 0.86181 5.65145 -4.55360 0.10
H 2.47088 4.08654 -3.59125 0.10
H 4.91362 2.46670 -3.72944 0.10
H 6.51717 4.09032 -2.84604 0.10
H 6.10814 5.19356 -0.66858 0.09
H 4.05380 4.64146 0.61699 0.10
H 2.47993 2.97674 -0.23504 0.04
H 4.86774 0.17325 -3.02381 0.09
H 5.90178 -0.85623 -4.98587 0.10
H 4.62767 -1.05739 -7.10399 0.10
H 2.30412 -0.20351 -7.21260 0.10
H 1.28846 0.87839 -5.25799 0.11
N -1.53942 -3.78196 -3.89193 0.18
C -2.80766 -3.68155 -3.35495 -0.19
C -4.06890 -3.97981 -3.85504 -0.03
C -5.13632 -3.74495 -3.00942 -0.10
C -4.95785 -3.23697 -1.71443 -0.08
C -3.70259 -2.93813 -1.22333 0.00
C -2.61868 -3.16406 -2.06765 -0.21
N -1.26693 -2.94664 -1.84136 0.13
C -0.67253 -3.31616 -2.93842 -0.29
C 0.76149 -3.23527 -3.17119 -0.34
C 1.43573 -3.81894 -4.20586 -0.34
S 3.10111 -3.47558 -4.06097 1.04
C 2.76971 -2.58787 -2.63820 -0.45
N 1.53151 -2.55103 -2.27405 0.08
H -1.30257 -3.99338 -4.84300 0.15
H -4.21697 -4.36975 -4.85259 0.10
H -6.14037 -3.95620 -3.35670 0.10
H -5.82140 -3.06193 -1.08845 0.09
H -3.55748 -2.55346 -0.22265 0.04
H 1.04543 -4.42788 -5.00011 0.07
H 3.55867 -2.10205 -2.09356 0.06
C 1.25448 -5.61172 -0.55936 -0.24
Ge 0.77555 -4.69022 1.10727 0.68
C 1.78921 -5.55170 2.57620 -0.24
C -1.13240 -5.01736 1.41668 -0.25
Ge 1.36523 -2.31720 1.19121 0.81
C 3.22481 -1.99548 0.60063 -0.37
C 4.12305 -3.05961 0.53519 -0.13
C 5.42559 -2.87625 0.08926 -0.10
C 5.85613 -1.61707 -0.29669 -0.10
C 4.98017 -0.54605 -0.22401 -0.10
C 3.67822 -0.73749 0.21834 -0.15
C 1.39824 -1.93228 3.12025 -0.39
C 0.41521 -2.44221 3.96146 -0.17
C 0.45686 -2.21655 5.32999 -0.09
C 1.49041 -1.47214 5.88039 -0.13
C 2.47155 -0.95010 5.05316 -0.10
C 2.42157 -1.17827 3.68554 -0.13
H 1.09747 -6.67991 -0.39995 0.02
H 2.28730 -5.45177 -0.85918 0.01
H 0.60217 -5.29060 -1.36382 -0.01
H 1.45419 -6.59131 2.63182 0.01
H 1.58375 -5.06999 3.52862 0.00
H 2.86423 -5.55072 2.41763 0.00
H -1.44001 -5.85613 0.78988 0.02
H -1.75536 -4.15902 1.17138 -0.05
H -1.31172 -5.28346 2.45823 0.02
H 3.81048 -4.05725 0.81666 0.07
H 6.10269 -3.72034 0.04426 0.10
H 6.87148 -1.47268 -0.64452 0.10
H 5.29832 0.44863 -0.51490 0.10
H 3.01095 0.11083 0.24880 -0.01
H -0.42271 -2.99692 3.55250 0.05
H -0.32758 -2.61493 5.96251 0.10
H 1.52595 -1.29321 6.94905 0.10
H 3.27322 -0.35106 5.46799 0.10
H 3.18351 -0.74235 3.05074 0.09

=====

# 2
145
Properties=species:S:1:pos:R:3:lowdin_charge:R:1 method="wB97M-V/def2-TZVPD" fmax_ev_per_a=2.37 lumo_ev="-1.7 / -1.8" charge=+1 s_squared=1.183 multiplicity=2
Mn 0.70250 0.09190 -0.35570 -0.03
S 0.95700 0.46400 2.16240 0.86
P 2.03500 1.88600 0.96530 0.78
C 1.38440 2.07120 -0.59550 -0.55
P -0.22190 2.70990 -0.81070 0.54
S -1.33950 1.04420 -0.92910 0.40
C -1.00270 4.03730 0.15850 -0.31
C -2.35410 4.02740 0.47430 -0.09
C -2.91460 5.15170 1.05690 -0.07
C -2.13660 6.26770 1.31800 -0.06
C -0.78360 6.26500 1.01140 -0.07
C -0.21600 5.15080 0.42740 -0.10
C -0.15040 3.50030 -2.44050 -0.34
C 0.98240 4.23740 -2.75870 -0.11
C 1.06080 4.87500 -3.98070 -0.08
C 0.00330 4.78840 -4.87260 -0.08
C -1.12300 4.04590 -4.55370 -0.07
C -1.20790 3.40150 -3.33320 -0.09
C 2.08880 3.33380 2.04700 -0.35
C 1.02660 3.61070 2.89890 -0.11
C 1.02290 4.78450 3.62870 -0.07
C 2.07750 5.67560 3.50590 -0.06
C 3.12620 5.40660 2.63900 -0.06
C 3.12940 4.24300 1.89390 -0.08
C 3.72260 1.02290 1.10200 -0.30
C 4.12970 1.30330 2.51370 -0.09
C 5.27770 1.88180 2.85990 -0.06
C 6.21340 2.34300 1.86360 -0.07
C 5.96810 2.15120 0.56870 -0.04
C 4.79840 1.38180 0.03160 -0.23
H -2.96360 3.16160 0.25420 0.09
H -3.96990 5.15550 1.28720 0.11
H -2.58210 7.15050 1.75090 0.11
H -0.17610 7.13550 1.20680 0.11
H 0.83380 5.14160 0.16570 0.11
H 1.79740 4.28510 -2.04650 0.10
H 1.94210 5.44520 -4.23320 0.11
H 0.06100 5.30040 -5.82030 0.11
H -1.93450 3.96680 -5.26040 0.11
H -2.07700 2.81110 -3.07240 0.09
H 0.21730 2.89720 3.00020 0.08
H 0.19510 5.00080 4.28720 0.11
H 2.08250 6.58340 4.08950 0.11
H 3.94340 6.10580 2.54080 0.11
H 3.94290 4.01950 1.21700 0.10
H 3.42030 1.03180 3.28200 0.11
H 5.50580 2.04710 3.90090 0.12
H 7.09780 2.86540 2.19490 0.11
H 6.64930 2.51210 -0.19100 0.12
H 5.21340 0.42950 -0.30310 0.11
C -1.01910 -3.17290 0.99560 -0.39
C -2.03320 -2.23730 1.62750 -0.42
As -3.08410 -1.32610 0.20620 1.26
C -4.60400 -2.57130 0.20010 -0.39
C -5.40980 -2.82670 1.30310 -0.12
C -6.44050 -3.74650 1.22170 -0.08
C -6.67040 -4.43040 0.03850 -0.08
C -5.86830 -4.19090 -1.06450 -0.08
C -4.84350 -3.26420 -0.98340 -0.12
C -3.72790 0.11490 1.35950 -0.41
C -5.05410 0.53320 1.36890 -0.11
C -5.44120 1.63000 2.12020 -0.08
C -4.50690 2.33250 2.86210 -0.10
C -3.17880 1.94270 2.84270 -0.10
C -2.79710 0.85030 2.08850 -0.17
As 0.05390 -2.25550 -0.39680 1.28
C 1.55470 -3.53530 -0.45950 -0.34
C 2.11400 -4.10350 0.68200 -0.11
C 3.19410 -4.96660 0.59800 -0.07
C 3.74660 -5.27050 -0.63270 -0.07
C 3.20110 -4.71750 -1.78030 -0.08
C 2.11670 -3.86110 -1.69250 -0.13
C -0.85050 -2.92290 -1.98230 -0.41
C -1.05580 -4.28720 -2.15820 -0.12
C -1.67430 -4.75730 -3.30150 -0.07
C -2.08550 -3.86810 -4.28090 -0.08
C -1.87840 -2.50870 -4.11500 -0.07
C -1.26130 -2.03550 -2.96880 -0.14
H -1.53670 -3.99890 0.49210 0.07
H -0.36060 -3.60040 1.76120 0.06
H -1.51670 -1.47780 2.22280 0.03
H -2.70580 -2.78260 2.29840 0.08
H -5.23240 -2.28820 2.22830 0.10
H -7.06440 -3.93660 2.08310 0.11
H -7.47650 -5.14660 -0.02370 0.10
H -6.04200 -4.72890 -1.98500 0.10
H -4.21370 -3.06140 -1.84510 0.08
H -5.78650 -0.01160 0.78260 0.10
H -6.47470 1.94530 2.12020 0.11
H -4.81140 3.18170 3.45430 0.10
H -2.44310 2.50220 3.40560 0.10
H -1.74520 0.58330 2.05200 0.02
H 1.70300 -3.89230 1.66400 0.09
H 3.59450 -5.41340 1.49620 0.11
H 4.59190 -5.93900 -0.70180 0.11
H 3.61320 -4.96790 -2.74740 0.11
H 1.67290 -3.44920 -2.59520 0.10
H -0.70530 -4.98170 -1.39940 0.11
H -1.82900 -5.81690 -3.43180 0.11
H -2.55930 -4.23830 -5.17680 0.11
H -2.19500 -1.81980 -4.88230 0.11
H -1.09120 -0.97000 -2.81680 0.05
C 5.95030 -2.89330 2.58190 -0.03
C 4.72530 -2.05780 2.38980 -0.26
C 3.81640 -1.94440 3.50530 0.00
C 2.63860 -1.33390 3.36100 -0.31
C 1.62970 -1.21400 4.45550 -0.07
C 2.21360 -0.87370 1.99360 -0.45
C 3.31900 -0.50710 0.96530 -0.36
C 4.49230 -1.41120 1.24260 0.03
N 2.69940 -0.53490 -0.37180 0.04
C 3.24100 -0.72980 -1.52540 -0.21
C 4.22320 2.07550 -1.21600 -0.14
C 4.82700 1.83390 -2.62110 -0.25
C 5.84440 0.69210 -2.77640 -0.10
C 5.26820 -0.69210 -3.10070 -0.27
C 4.32830 -0.61610 -4.29270 -0.12
C 3.16010 0.27420 -3.89110 -0.26
C 3.67550 1.69850 -3.64240 -0.10
C 2.39520 -0.38840 -2.72880 -0.07
C 4.54000 -1.36670 -1.92760 -0.06
H 5.67300 -3.88360 2.93730 0.08
H 6.58730 -2.43470 3.33720 0.09
H 6.51690 -2.99730 1.65900 0.08
H 4.11950 -2.36010 4.45250 0.13
H 1.95490 -1.76320 5.33450 0.09
H 0.66200 -1.60240 4.13130 0.08
H 1.48110 -0.16880 4.73200 0.07
H 1.64010 -1.71390 1.56210 0.06
H 5.27230 -1.48880 0.51210 0.09
H 4.22480 3.15430 -1.03100 0.12
H 3.17890 1.78830 -1.28420 0.02
H 5.36650 2.75250 -2.88560 0.14
H 6.48000 0.63650 -1.88900 0.11
H 6.50060 0.96220 -3.60830 0.13
H 6.12210 -1.33430 -3.34490 0.15
H 3.97850 -1.61600 -4.55500 0.13
H 4.84270 -0.20190 -5.15990 0.13
H 2.44870 0.33820 -4.72010 0.15
H 2.84030 2.33780 -3.34800 0.10
H 4.02450 2.07690 -4.60560 0.13
H 1.96400 -1.32110 -3.11610 0.12
H 1.53070 0.25210 -2.42880 0.10
H 5.25440 -1.48430 -1.12560 0.09
H 4.26990 -2.38320 -2.23760 0.12

=====

# 3
25
Properties=species:S:1:pos:R:3:lowdin_charge:R:1 method="wB97M-V/def2-TZVPD" fmax_ev_per_a=0.75 lumo_ev=4.0 charge=-2
Zn -0.31658 0.29332 -0.50915 0.81
Br 4.03401 -1.84129 4.33274 0.63
C 3.27088 -1.34000 2.67086 -0.78
C 4.01627 -1.39620 1.50861 -0.78
Br 5.82267 -1.97321 1.54630 0.63
C 3.42705 -1.01964 0.28895 -0.65
Br 4.39571 -1.06463 -1.33947 0.70
C 2.10735 -0.59037 0.20609 -0.42
O 1.53288 -0.22525 -0.90284 -0.16
C 1.32722 -0.53233 1.42330 -0.42
O 0.09092 -0.12964 1.33769 -0.16
C 1.93450 -0.90565 2.61697 -0.65
Br 0.86016 -0.79544 4.17374 0.71
F -4.07048 3.12924 -0.88584 -0.36
Te -2.43566 2.46913 -1.48537 1.85
F -3.44536 1.90342 -2.95222 -0.37
F -2.21068 3.96190 -2.60844 -0.40
F -2.50311 1.49051 0.14218 -0.38
F -1.62103 3.69960 -0.30639 -0.40
O -0.98670 1.50540 -1.94754 -0.55
F -1.71238 -1.21268 -0.96379 0.04
B -3.08100 -1.33468 -1.47694 -1.21
F -3.66574 -0.06579 -1.41344 0.07
F -3.76547 -2.23435 -0.66876 0.12
F -3.00545 -1.79136 -2.78719 0.12

=====

# 4
49
Properties=species:S:1:pos:R:3:lowdin_charge:R:1 method="wB97M-V/def2-TZVPD" fmax_ev_per_a=3.00 lumo_ev="8.2 / 8.2" charge=-4 s_squared=3.754 multiplicity=4 de_lowest_ev=0.768
Co 0.18868 0.12553 -0.02840 0.67
C -0.66299 4.71085 -0.74240 -0.65
F -0.45311 4.34004 -2.00487 0.10
F -0.22072 5.96002 -0.57240 0.10
F -1.99862 4.74544 -0.53726 0.09
S 0.22018 3.47286 0.38848 0.51
O -0.27695 2.16414 -0.06029 -0.33
O 1.59598 3.70679 0.00764 -0.30
O -0.13752 3.84988 1.73917 -0.30
C 2.99597 -0.78989 3.26378 -0.63
F 1.89623 -1.16637 3.93664 0.10
F 4.03641 -0.69256 4.12341 0.08
F 3.26392 -1.71868 2.36199 0.12
S 2.57203 0.92314 2.49310 0.52
O 1.88777 1.64352 3.54498 -0.32
O 3.81001 1.58828 2.11759 -0.34
O 1.75708 0.62803 1.29481 -0.34
C 1.08921 -4.37018 0.82216 -0.65
F 1.28276 -4.18333 2.11764 0.13
F 1.73301 -5.49643 0.41089 0.06
F -0.20840 -4.60443 0.61035 0.11
S 1.74440 -2.93721 -0.25413 0.53
O 1.47843 -3.40060 -1.58998 -0.29
O 0.95484 -1.77380 0.20955 -0.34
O 3.13928 -2.77911 0.14548 -0.32
C 0.63845 1.67205 -3.78202 -0.63
F -0.59680 1.46046 -3.32919 0.12
F 0.64804 1.33374 -5.09697 0.07
F 0.86217 2.98206 -3.68221 0.11
S 1.96290 0.61833 -2.94643 0.53
O 1.65148 0.45573 -1.51264 -0.33
O 1.89893 -0.63223 -3.68897 -0.32
O 3.12993 1.44864 -3.16391 -0.33
C -3.50536 -0.84025 -2.51016 -0.64
F -4.12589 -0.31753 -1.46350 0.14
F -4.25811 -1.73303 -3.16059 0.09
F -3.26284 0.13844 -3.43094 0.08
S -1.81937 -1.60696 -2.02658 0.53
O -1.21696 -0.44197 -1.32694 -0.36
O -2.09917 -2.71228 -1.13775 -0.31
O -1.14853 -1.94667 -3.26423 -0.30
C -3.18962 -1.09402 2.72982 -0.62
F -4.05723 -0.70956 1.74944 0.08
F -3.93078 -1.04887 3.86700 0.07
F -2.84680 -2.36204 2.49965 0.13
S -1.79805 0.14218 2.72642 0.53
O -1.04194 -0.07843 3.94084 -0.31
O -1.13248 -0.11978 1.43803 -0.33
O -2.44985 1.44608 2.77390 -0.31

=====

# 5
16
Properties=species:S:1:pos:R:3:lowdin_charge:R:1 method="wB97M-V/def2-TZVPD" smiles=C[C@@]12CC[C@@H]1C2 fmax_ev_per_a=1.15 lumo_ev=1.1 charge=0 de_lowest_ev=2.392
C 1.90475 -0.28805 0.50189 -0.03
C 0.46586 -0.17732 -0.07932 -0.34
C -0.02218 1.25824 -0.10858 -0.11
C -0.62588 0.27300 0.84434 -0.22
C -1.66829 -0.49302 0.02880 -0.14
C -0.62397 -0.69777 -1.11752 -0.10
H 2.09587 0.67377 1.01402 0.07
H 2.69106 -0.39936 -0.24637 0.07
H 2.09972 -1.03900 1.28837 0.07
H 0.81160 1.90649 0.07689 0.09
H -0.70879 1.62728 -0.87146 0.10
H -0.59918 0.42413 1.91890 0.13
H -1.93122 -1.46703 0.44724 0.11
H -2.58296 0.07594 -0.18382 0.10
H -0.84739 -0.00054 -1.95350 0.10
H -0.51365 -1.67423 -1.57231 0.09

=====

# 6
16
Properties=species:S:1:pos:R:3:lowdin_charge:R:1 method="wB97M-V/def2-TZVPD" fmax_ev_per_a=0.45 lumo_ev="0.7 / 0.7" charge=0 de_lowest_ev=6.526
C -0.02992 -1.50142 0.87415 -0.06
C 0.53454 -1.03901 -0.57100 -0.29
C -0.27357 -0.04005 -1.30720 -0.13
C -1.02392 0.89454 -0.39125 -0.28
C 0.19261 1.40208 0.40294 -0.18
C 0.98097 -0.46700 0.68516 -0.14
H -1.08376 -1.24909 0.97746 0.09
H 0.24320 -2.42037 1.40931 0.09
H 1.16878 -1.72478 -1.13641 0.12
H 0.87603 1.05938 -0.63988 0.17
H -0.72801 -0.32956 -2.26573 0.09
H -1.82827 0.45789 0.22681 0.10
H -1.47563 1.71556 -0.96483 0.11
H 0.17072 1.41564 1.50612 0.09
H 0.37762 2.47273 0.16486 0.10
H 1.97778 -0.54194 1.12289 0.12

=====

# 7
16
Properties=species:S:1:pos:R:3:lowdin_charge:R:1 method="wB97M-V/def2-TZVPD" smiles="CC1=CCCC1" fmax_ev_per_a=0.68 lumo_ev=1.2 charge=0 de_lowest_ev=0.355
C -0.37106 -2.16274 0.63020 -0.06
C -0.18600 -0.69667 0.23464 -0.25
C -0.42563 -0.27293 -1.01317 -0.09
C -0.20063 1.21223 -1.19259 -0.20
C 0.79806 1.48795 -0.06067 -0.22
C 0.27945 0.55778 1.04076 -0.15
H -0.95238 -2.33859 1.54454 0.07
H -0.89859 -2.71784 -0.16210 0.07
H 0.58505 -2.68427 0.76874 0.07
H -0.71458 -0.91326 -1.84465 0.11
H 0.13636 1.46903 -2.20125 0.10
H -1.13455 1.76894 -1.00910 0.11
H 1.80382 1.20427 -0.39961 0.11
H 0.83869 2.50531 0.34864 0.11
H -0.58119 1.10175 1.47126 0.11
H 1.02320 0.47903 1.84434 0.11

=====

# 8
16
Properties=species:S:1:pos:R:3:lowdin_charge:R:1 method="wB97M-V/def2-TZVPD" fmax_ev_per_a=1.24 lumo_ev=0.5 charge=0 de_lowest_ev=4.296
C 0.00216 0.55786 1.61329 -0.08
C 0.01495 -0.59179 0.63637 -0.27
C -1.26292 -1.32683 0.20858 -0.20
C -1.26604 -0.28695 -0.86478 0.04
C 0.14638 -0.17102 -1.04033 -0.33
C 0.82479 1.04563 -1.59704 -0.08
H -0.91795 1.12930 1.52530 0.08
H 0.84268 1.23734 1.43080 0.07
H 0.10947 0.20849 2.64501 0.08
H 0.81190 -1.30387 0.91456 0.13
H 0.76999 -1.05542 -1.07538 0.12
H -1.06190 -2.37193 -0.04504 0.11
H -2.10770 -1.25553 0.88987 0.10
H 1.39828 0.85648 -2.49805 0.07
H 0.15056 1.85846 -1.83800 0.07
H 1.54535 1.46976 -0.90517 0.07